1 | DFT (ωB97M-V with the def2-TZVPD basis set) results for a cluster of 19 separate species, H39O19 in total.

## Properties
Orbital gap   10.68 eV
2S+1   1
Charge   +1
Highest occupied orbital energy   -0.4915 Ha

The geometry in XYZ format:
```
58
Properties=species:S:1:pos:R:3:nbo_charge:R:1
O 3.2735 2.7287 -1.1855 -0.962
H 5.0302 -0.2858 -0.2944 0.494
H 2.6603 3.3574 -1.6177 0.492
O -1.4277 1.5428 2.4949 -0.941
H -1.9428 2.3568 2.1371 0.538
H 0.4129 -1.3594 -1.0018 0.482
O -3.4260 0.2244 3.5231 -0.951
H -0.8296 -0.6809 -3.1665 0.521
H 4.5511 0.6899 -1.4399 0.470
O -0.1130 -0.5706 -0.8410 -1.057
H 0.4709 3.4865 -3.8795 0.492
H -3.9360 -0.3088 2.9955 0.466
O -3.1246 -2.9024 0.9368 -0.952
H -3.8656 -2.9398 1.4956 0.484
H -2.4887 -3.5325 1.2140 0.471
O 0.9803 1.2391 3.4242 -0.837
H 1.5545 -4.4980 1.1849 0.477
H 1.5261 1.3361 2.6516 0.536
O 0.7397 3.2844 -2.9111 -0.945
H 1.1077 2.3053 -0.1953 0.500
H -1.5851 0.9682 1.7867 0.493
O 4.2733 0.1677 -0.7523 -0.962
H -0.3997 -1.8303 -4.3084 0.464
O -2.2397 -1.4428 -2.3561 -0.997
H -2.0690 -2.0238 -1.5370 0.511
H -3.1839 -1.4245 -2.6592 0.502
O 2.6796 2.5307 1.6511 -0.989
H -0.0870 2.6698 -1.2244 0.471
H 0.0697 0.0485 -1.6888 0.523
O 0.2011 2.0412 -0.5073 -0.973
H -3.4095 1.1378 3.3257 0.485
H 3.1162 3.0450 0.9320 0.511
O -0.1329 0.1130 -3.2600 -0.984
H 0.5634 -0.2904 -3.7933 0.494
H 3.4460 2.7318 2.2759 0.486
O 1.8676 -0.6986 1.2872 -0.987
H 1.0444 0.2976 3.7726 0.532
H 0.0226 1.2302 2.7428 0.548
O 0.2910 -2.5111 -4.0910 -0.958
H -0.1307 -3.3744 -3.8866 0.497
H 0.7351 -5.3081 0.2214 0.485
O -2.8492 3.1374 0.9087 -0.989
H -3.3811 3.6810 0.2744 0.505
H -0.0745 2.8195 -2.7553 0.460
O -2.1231 1.2094 -0.5816 -0.989
H -0.7599 -3.8620 -0.2121 0.475
H -1.3289 0.7164 -0.9072 0.507
O -1.1987 -3.4595 -0.9221 -0.925
H 3.1766 1.9930 -1.8127 0.476
H -1.3967 -2.6615 -0.3532 0.456
O 1.0913 -4.4141 0.3872 -0.952
H 1.2050 -1.4230 1.0987 0.498
H -2.1275 2.7866 0.4121 0.504
O 1.3074 -1.2099 3.7569 -1.023
H 1.9348 -1.1025 2.9645 0.552
H 0.7439 -1.8777 4.0480 0.520
H 2.1093 -0.2302 0.5185 0.522
H -2.5542 0.3460 -0.2809 0.476
```


2 | DFT (ωB97M-V with the def2-TZVPD basis set) results for a cluster of 19 separate species, H39O19 in total.

## Properties
Orbital gap   10.76 eV
2S+1   1
Charge   +1
Highest occupied orbital energy   -0.5006 Ha

The geometry in XYZ format:
```
58
Properties=species:S:1:pos:R:3:nbo_charge:R:1
O 0.1743 3.8934 -1.8114 -0.977
H -1.1008 -3.0833 0.0859 0.465
H -0.0171 4.7568 -2.0804 0.492
O -1.2937 -0.4106 1.7421 -0.945
H -1.9155 -0.9009 2.0184 0.481
H -0.5854 -0.8879 1.2481 0.472
O -3.5456 -2.0026 1.7284 -0.991
H -4.5449 -1.8223 1.7885 0.515
H -3.2821 -2.8873 1.9807 0.483
O 0.2405 2.2493 1.2823 -0.909
H 0.6347 1.4389 1.2174 0.466
H 1.9243 2.3114 -1.6929 0.532
O -1.9757 -2.0387 -3.0603 -0.985
H -1.7331 -2.1049 -4.1311 0.487
H -1.1126 -1.8922 -2.7506 0.482
O -1.4292 0.9578 -0.3681 -1.018
H -1.7796 0.1197 -0.1188 0.518
H -1.8137 1.5379 -1.0558 0.506
O 0.5680 -2.3791 -2.2102 -1.060
H 0.9423 -2.8788 -2.9102 0.492
H 0.2339 -3.0002 -1.3229 0.530
O -0.4551 -3.5460 -0.1624 -0.876
H -0.1208 -3.7578 0.7102 0.509
O 3.6798 -0.1419 -0.8251 -0.890
H 3.4740 -0.7263 -1.4976 0.488
H 3.3064 -0.4284 -0.0547 0.473
O -3.7746 -2.3130 -1.0166 -0.942
H -2.9000 -2.0183 -1.2707 0.458
H 1.4134 -0.9797 -2.2270 0.516
O 2.6466 -0.2397 1.4470 -0.995
H 3.1068 0.5973 1.5654 0.505
H 2.2378 -0.4235 2.3311 0.535
O 2.0101 1.9245 -0.7625 -0.956
H 1.1851 2.3149 -0.0815 0.565
H 2.4062 0.8405 -1.0111 0.577
O 2.4729 1.6636 3.5693 -0.974
H -3.9438 -2.7252 -1.9196 0.481
H -0.6319 3.4125 -1.8455 0.490
O 2.6639 4.4466 0.1771 -0.915
H 1.8118 4.4697 -0.2308 0.461
H -0.5802 2.0111 0.7513 0.511
O -3.2175 2.4626 1.7989 -0.925
H -2.3748 2.8488 1.8865 0.456
H -2.7673 1.5230 1.9085 0.470
O -2.9939 2.7928 -2.1813 -0.953
H 3.4748 -1.7665 1.0292 0.471
H -3.5060 3.3640 -1.6244 0.490
O 3.8305 -2.6230 1.2592 -0.962
H -3.4212 1.9086 -1.9081 0.482
H 3.9619 -3.2259 0.5162 0.474
O 1.7914 -0.0815 -2.2196 -0.982
H 1.1144 0.4555 -2.5553 0.477
H 2.3799 2.0962 4.3810 0.492
O -0.6291 -3.6015 2.5532 -0.966
H -0.9870 -4.3843 2.2560 0.470
H -0.8925 -3.5319 3.4849 0.506
H 2.5508 2.3104 2.8358 0.484
H 3.0884 4.0952 -0.6461 0.458
```


Most stable one: 1, least stable one: 2.


1 | DFT (ωB97M-V with the def2-TZVPD basis set) results for a cluster of 2 separate species, C4H8O in total.

## Properties
Orbital gap   9.65 eV
2S+1   1
SMILES   C=CC=C.O
Highest occupied orbital energy   -0.3224 Ha

The geometry in XYZ format:
```
13
Properties=species:S:1:pos:R:3:nbo_charge:R:1
C 0.7160 -1.4993 -1.6090 -0.343
C 0.6179 -0.2480 -1.1427 -0.244
C -0.4605 0.1408 -0.2221 -0.217
C -1.4072 1.0434 -0.4539 -0.393
H -0.0215 -2.2861 -1.5373 0.202
H 1.4995 -1.6402 -2.3521 0.188
H 0.8493 0.5216 -1.8760 0.211
H -0.6342 -0.5027 0.6404 0.215
H -2.0770 1.4690 0.2807 0.202
H -1.4027 1.5853 -1.4012 0.176
O 0.4915 0.2357 3.0802 -0.936
H 1.3223 -0.0194 3.4920 0.468
H 0.5066 1.1997 3.1011 0.469
```


2 | DFT (ωB97M-V with the def2-TZVPD basis set) results for an isolated molecule of C4H8O.

## Properties
Orbital gap   10.77 eV
2S+1   1
SMILES   C=C(C)CO
Highest occupied orbital energy   -0.3611 Ha

The geometry in XYZ format:
```
13
Properties=species:S:1:pos:R:3:nbo_charge:R:1
C 0.8139 -0.0360 1.5497 -0.401
C 0.4136 -0.1906 0.3075 -0.008
C 1.3835 -0.4226 -0.8349 -0.651
C -1.1034 -0.2414 0.0106 -0.095
O -1.4618 0.8239 -0.8810 -0.706
H 0.0722 0.0684 2.3016 0.188
H 1.8407 0.0006 1.8912 0.199
H 1.1320 -1.3983 -1.3389 0.217
H 2.4292 -0.4530 -0.5281 0.218
H 1.2085 0.3280 -1.6253 0.226
H -1.4308 -1.2035 -0.3797 0.186
H -1.5910 -0.1876 0.9924 0.160
H -1.0124 1.5976 -0.4622 0.465
```


Most stable one: 2, least stable one: 1.


1 | DFT (ωB97M-V with the def2-TZVPD basis set) results for an isolated molecule of C4H8O.

## Properties
Orbital gap   11.00 eV
2S+1   1
SMILES   COC1CC1
Highest occupied orbital energy   -0.3617 Ha

The geometry in XYZ format:
```
13
Properties=species:S:1:pos:R:3:nbo_charge:R:1
C -1.3804 -0.7851 0.9598 -0.257
O -0.5065 0.4638 0.9467 -0.545
C 0.6360 -0.0995 0.1214 0.062
C 0.2436 -0.2394 -1.3336 -0.462
C 1.2565 0.8842 -0.8021 -0.476
H -1.5007 -1.5159 0.0620 0.188
H -0.9126 -1.3631 1.5684 0.158
H -2.1939 -0.3613 1.4370 0.196
H 1.0754 -1.0687 0.6347 0.199
H 0.7856 -0.8900 -2.0478 0.227
H -0.6966 0.2541 -1.6914 0.234
H 2.3575 0.9906 -0.7266 0.235
H 0.6030 1.6824 -0.4823 0.239
```


2 | DFT (ωB97M-V with the def2-TZVPD basis set) results for a cluster of 2 separate species, C4H8O in total.

## Properties
Orbital gap (spin up / spin down)   8.39 / 8.39 eV
2S+1   1
Highest occupied orbital energy (spin up / spin down)   -0.3171 / -0.3171 Ha

The geometry in XYZ format:
```
13
Properties=species:S:1:pos:R:3:nbo_charge:R:1
C -1.5221 0.4995 0.2961 -0.615
C -0.2323 0.2114 -0.4841 -0.450
C 0.9607 -2.0060 -0.1066 -0.365
C 0.9203 1.0333 0.0435 0.433
O 1.9669 0.5872 0.4483 -0.512
H -2.3492 -0.0726 -0.1315 0.227
H -1.4178 0.2123 1.3474 0.217
H -1.8030 1.5631 0.2646 0.217
H -0.3735 0.4985 -1.5395 0.233
H 1.9095 -1.8022 -0.6479 0.136
H -0.0622 -1.0007 -0.5000 0.227
H 1.2452 -1.8623 0.9578 0.134
H 0.7575 2.1386 0.0519 0.117
```


3 | DFT (ωB97M-V with the def2-TZVPD basis set) results for a cluster of 2 separate species, C4H8O in total.

## Properties
Orbital gap   8.50 eV
2S+1   1
Highest occupied orbital energy   -0.2823 Ha

The geometry in XYZ format:
```
13
Properties=species:S:1:pos:R:3:nbo_charge:R:1
C -1.0899 -0.8960 1.3281 -0.742
C -1.0995 0.3856 0.5801 -0.070
C 0.7905 0.9856 -0.3731 -0.114
C 1.3755 0.1693 -1.4266 -0.123
O 0.1603 -0.3816 -0.9542 -0.533
H -1.2750 -1.8175 0.7564 0.203
H -0.2016 -1.0240 1.9624 0.204
H -1.9491 -0.7544 2.0132 0.252
H -1.8620 0.3404 -0.2162 0.120
H 0.3109 1.9265 -0.6398 0.225
H 1.2383 0.9559 0.6200 0.221
H 2.2624 -0.4243 -1.1951 0.178
H 1.3393 0.5345 -2.4553 0.178
```


4 | DFT (ωB97M-V with the def2-TZVPD basis set) results for a cluster of 2 separate species, C4H8O in total.

## Properties
Orbital gap   9.68 eV
2S+1   1
SMILES   COC1=CC1.[H][H]
Highest occupied orbital energy   -0.3149 Ha

The geometry in XYZ format:
```
13
Properties=species:S:1:pos:R:3:nbo_charge:R:1
C 1.8243 0.2359 0.6075 -0.248
O 1.0034 -0.9028 0.3629 -0.476
C -0.3029 -0.6536 0.3251 0.324
C -1.5060 -1.0860 0.1494 -0.284
C -1.3422 0.3956 0.4735 -0.453
H 1.4191 0.8435 1.4223 0.186
H 1.9154 0.8497 -0.2956 0.180
H 2.8052 -0.1504 0.8880 0.198
H -2.2238 -1.8553 -0.0779 0.227
H -1.4831 1.1452 -0.3155 0.173
H -1.6162 0.7682 1.4675 0.173
H 0.0409 0.1056 -2.2910 -0.007
H -0.5343 0.3044 -2.7163 0.006
```


Most stable one: 1, least stable one: 3.


1 | DFT (ωB97M-V with the def2-TZVPD basis set) results for an isolated molecule of C4H8O.

## Properties
Orbital gap   11.27 eV
2S+1   1
SMILES   C[C@@H]1O[C@@H]1C
Highest occupied orbital energy   -0.3711 Ha

The geometry in XYZ format:
```
13
Properties=species:S:1:pos:R:3:nbo_charge:R:1
C 1.4622 0.4575 -0.5247 -0.653
C 0.7728 -0.7342 0.1014 0.053
O -0.1731 -1.3800 -0.7517 -0.496
C -0.6602 -0.7273 0.4121 0.060
C -1.5081 0.5094 0.2750 -0.639
H 1.1149 0.5058 -1.5618 0.233
H 1.2239 1.4067 -0.0274 0.214
H 2.5493 0.3353 -0.5327 0.219
H 1.4025 -1.4227 0.6685 0.180
H -1.0078 -1.4320 1.1694 0.176
H -1.6155 0.9604 1.2688 0.216
H -2.5091 0.2763 -0.1027 0.221
H -1.0519 1.2449 -0.3942 0.215
```


2 | DFT (ωB97M-V with the def2-TZVPD basis set) results for an isolated molecule of C4H8O.

## Properties
Orbital gap   10.06 eV
2S+1   1
SMILES   C=COCC
Highest occupied orbital energy   -0.3288 Ha

The geometry in XYZ format:
```
13
Properties=species:S:1:pos:R:3:nbo_charge:R:1
C 0.9200 0.9897 1.1216 -0.571
C -0.1498 1.4771 0.4922 0.157
O -1.0851 0.7850 -0.1599 -0.483
C -0.9542 -0.5705 -0.1623 -0.075
C 0.1831 -1.1455 -1.0153 -0.652
H 1.1694 -0.1029 1.1388 0.205
H 1.7012 1.6492 1.4859 0.220
H -0.4695 2.4928 0.3597 0.192
H -0.7949 -0.9428 0.8603 0.161
H -1.9469 -0.8845 -0.3786 0.192
H 0.3605 -2.2593 -0.9347 0.224
H 1.1116 -0.6599 -0.7255 0.221
H -0.0454 -0.8284 -2.0822 0.212
```


Most stable one: 1, least stable one: 2.


1 | DFT (ωB97M-V with the def2-TZVPD basis set) results for an isolated molecule of C4H8O.

## Properties
Orbital gap   10.66 eV
2S+1   1
SMILES   CC(C)C=O
Highest occupied orbital energy   -0.3586 Ha

The geometry in XYZ format:
```
13
Properties=species:S:1:pos:R:3:nbo_charge:R:1
C 0.2861 0.8420 1.2195 -0.623
C 0.2956 0.1672 -0.2069 -0.314
C -1.2369 -0.0703 -1.0755 -0.615
C 0.8986 -1.1869 -0.1397 0.426
O 0.3707 -2.1389 -0.6603 -0.518
H 0.0824 1.9232 1.2124 0.220
H -0.4455 0.3724 1.8809 0.215
H 1.2688 0.7484 1.7238 0.219
H 0.9878 0.8276 -0.7894 0.224
H -1.1738 -0.4417 -2.1195 0.227
H -1.1879 0.9601 -0.8826 0.211
H -1.9959 -0.7067 -0.5816 0.222
H 1.8499 -1.2965 0.4190 0.107
```


2 | DFT (ωB97M-V with the def2-TZVPD basis set) results for an isolated molecule of C4H8O.

## Properties
Orbital gap   10.39 eV
2S+1   1
SMILES   COC1CC1
Highest occupied orbital energy   -0.3391 Ha

The geometry in XYZ format:
```
13
Properties=species:S:1:pos:R:3:nbo_charge:R:1
C 1.6447 -0.1013 0.6029 -0.254
O 1.2003 0.5956 -0.5302 -0.511
C -0.1339 0.3555 -0.8619 0.095
C -0.9675 -0.7539 -0.2622 -0.469
C -1.2983 0.6945 0.0134 -0.457
H 1.3093 0.3799 1.5339 0.161
H 2.7346 -0.1290 0.5770 0.194
H 1.2636 -1.1259 0.5836 0.171
H -0.2622 0.5823 -1.9185 0.198
H -1.5862 -1.3572 -0.9175 0.220
H -0.6338 -1.3092 0.6101 0.219
H -2.1820 1.1193 -0.4495 0.216
H -1.0886 1.0492 1.0189 0.217
```


Most stable one: 2, least stable one: 1.


1 | DFT (ωB97M-V with the def2-TZVPD basis set) results for a cluster of 2 separate species, C3H11N2O in total.

## Properties
Orbital gap   9.70 eV
2S+1   1
Charge   +1
Highest occupied orbital energy   -0.4861 Ha

The geometry in XYZ format:
```
17
Properties=species:S:1:pos:R:3:nbo_charge:R:1
C -2.5342 0.9641 0.0057 -0.692
C -1.5290 -1.2303 -0.7701 -0.690
C -1.3082 0.0929 -0.1765 0.509
N 3.6107 -0.3278 0.5139 -0.399
N -0.2088 0.6546 0.2197 -0.665
O 2.5227 0.3661 0.0354 -0.760
H -2.3414 1.8767 -0.5743 0.264
H -3.3426 0.3427 -0.2595 0.237
H -2.6804 1.2514 1.1199 0.264
H -1.7973 -1.8526 0.1248 0.283
H -2.2434 -1.1289 -1.5779 0.270
H -0.5316 -1.4438 -1.0885 0.243
H 4.3576 -0.4531 -0.3512 0.412
H 3.9505 0.2983 1.3313 0.424
H -0.0809 1.6028 0.5701 0.431
H 3.3230 -1.2851 0.8250 0.396
H 0.8332 0.2721 0.0521 0.473
```


2 | DFT (ωB97M-V with the def2-TZVPD basis set) results for a cluster of 2 separate species, C3H11N2O in total.

## Properties
Orbital gap   9.17 eV
2S+1   1
Charge   +1
Highest occupied orbital energy   -0.4540 Ha

The geometry in XYZ format:
```
17
Properties=species:S:1:pos:R:3:nbo_charge:R:1
C -0.3438 -0.9902 1.0175 -0.680
C 0.5491 -0.1454 0.2326 0.006
C 1.1876 1.0439 0.7263 0.026
N 0.6266 1.6336 1.8592 -0.781
N 0.7321 -0.3844 -1.1943 -0.672
H -1.2918 -0.3774 1.1722 0.253
H 0.1098 -1.0962 2.0370 0.248
H -0.5265 -2.0439 0.5168 0.242
H 1.9844 1.5960 0.0555 0.217
H 0.5492 1.0128 2.6058 0.387
H 1.2543 2.4348 2.1218 0.397
H 0.6197 -1.3475 -1.3830 0.433
H 1.5729 -0.0273 -1.6278 0.440
H -0.0742 0.1312 -1.6256 0.472
H -2.3795 0.1935 -2.5774 0.498
H -2.6676 -1.1013 -1.8472 0.503
O -1.9025 -0.5322 -2.0893 -0.988
```


Most stable one: 2, least stable one: 1.